[1]
The following is a quantum chemistry calculation of C3H2ClFS2 in the gas phase, from the OMol25 dataset.

Geometry as XYZ:
```
9
Properties=species:S:1:pos:R:3:forces:R:3
C 1.145583 0.748589 1.299197 -1.15 -1.75 -0.22
C 0.344958 0.020831 0.503452 0.59 0.63 1.55
C -1.268607 -0.632587 -1.614932 0.68 -0.17 -0.01
H -0.080958 -0.851690 0.981664 -0.15 -0.21 -0.47
H -1.654587 -0.339312 -2.593196 0.00 0.23 0.20
F 1.426513 0.358748 2.546171 -0.10 -0.34 -0.03
S -0.173452 0.621694 -1.030236 -0.74 -0.59 -0.55
S -1.610338 -2.108569 -1.041691 0.07 0.53 0.12
Cl 1.870887 2.182295 0.949571 0.79 1.66 -0.60
```
Forces are in eV/Å.

HOMO-LUMO gap, eV: 8.263
Structure (SMILES): F/C(Cl)=C/SC=S
Relative energy (zero: lowest compared OMol25 entry of this formula, charge and spin), kcal per mole: 2.1
Max |F|, eV/Å: 2.1
Calculated total energy, eV: -40052.3419
HOMO energy, eV: -8.8

These are the Mulliken partial charges, in e, on atoms 1 to 8:
1. C 0.38
2. C -0.24
3. C -0.18
4. H 0.35
5. H 0.32
6. F -0.22
7. S 0.00
8. S -0.25

[2]
The following is a quantum chemistry calculation of an isolated ion of composition C5H10NO and charge +1, from the OMol25 dataset.

Geometry as XYZ:
```
17
Properties=species:S:1:pos:R:3:forces:R:3
C -2.479179 -0.178902 1.710404 5.25 3.57 -1.71
C 0.793378 -0.128604 -2.236822 -3.41 -0.66 0.55
C 0.797508 0.080420 2.092555 3.36 1.63 3.87
C -0.461308 -0.142406 -1.289315 1.25 -0.09 -0.48
C -0.069466 0.395884 0.986444 0.24 2.63 -0.38
N -1.502053 0.401758 1.417909 -4.99 -2.82 2.58
O -0.080335 -0.562020 0.075876 0.40 -0.20 -2.50
H -3.398188 -0.612672 1.834886 -2.04 -0.98 0.51
H 1.473137 0.377785 -1.668855 2.26 1.79 0.98
H 1.183566 -1.157792 -2.302129 -0.43 0.52 -0.91
H 0.428162 0.488276 -3.099302 0.99 -1.17 0.24
H 0.526615 -0.600560 2.827752 -1.22 -2.27 0.50
H 1.007733 0.878596 2.874299 -0.78 0.24 -1.46
H 1.858873 -0.152664 1.901735 -0.67 -0.12 -1.08
H -1.197671 -0.797056 -1.678878 -0.61 -1.16 0.04
H -0.978635 0.806591 -1.256874 0.27 0.62 0.26
H 0.062444 1.512496 0.781211 0.14 -1.52 -0.99
```
Forces are in eV/Å.

HOMO-LUMO gap, eV: 10.142
Structure (SMILES): C#[N+][C@@H](C)OCC
Relative energy (zero: lowest compared OMol25 entry of this formula, charge and spin), kcal per mole: 97.2
Net charge: +1
Max |F|, eV/Å: 6.6
Calculated total energy, eV: -8874.3656
HOMO energy, eV: -15.1

These are the Mulliken partial charges, in e, on atoms 1 to 8:
1. C 0.15
2. C -0.95
3. C -1.32
4. C -0.56
5. C 0.48
6. N -0.05
7. O -0.38
8. H 0.46

[3]
The following is a quantum chemistry calculation of C24H33N2O5PS2TeW as an isolated structure, from the OMol25 dataset.

Geometry as XYZ:
```
69
Properties=species:S:1:pos:R:3:forces:R:3
W -0.017840 -0.112594 0.098793 -2.39 0.03 -0.57
C 3.412517 -1.690945 2.637668 -0.06 0.00 -0.02
C 2.448650 -1.433373 1.516260 0.07 0.04 0.08
N 1.430562 -0.650725 1.695292 0.31 -0.21 -0.30
N 1.277689 -0.144067 2.987234 -0.28 -0.02 -0.16
C 0.552471 0.907972 3.031377 0.36 0.23 0.25
S -0.212729 1.738884 1.700211 0.11 -0.33 -0.43
S 0.299411 1.689301 4.593153 -0.14 -0.04 -0.14
C 0.370540 0.282898 5.740923 0.04 0.03 0.07
C 1.726879 -0.268774 6.079937 0.03 -0.01 0.00
C 2.052307 -1.580928 5.759132 -0.07 -0.01 0.20
C 3.285096 -2.110769 6.114175 0.00 0.00 0.07
C 4.209896 -1.327583 6.788460 0.00 -0.02 0.00
C 3.894092 -0.013393 7.107998 -0.01 0.01 0.00
C 2.659148 0.509544 6.758566 0.03 0.02 -0.06
C 2.751876 -2.036233 0.207551 0.08 0.06 -0.08
C 4.070673 -2.449544 -0.036489 -0.02 0.02 -0.06
C 4.460296 -2.971188 -1.252536 0.02 0.01 0.04
C 3.517605 -3.105064 -2.264851 -0.03 -0.04 -0.06
C 2.207918 -2.730376 -2.051581 -0.08 -0.12 0.04
C 1.803107 -2.203639 -0.824354 0.13 -0.06 0.12
O 0.513516 -1.904419 -0.660484 0.12 0.76 0.18
H 2.998382 -1.383814 3.590267 0.05 -0.01 -0.14
H 4.319108 -1.107871 2.458457 0.01 0.01 0.03
H 3.689015 -2.743609 2.666194 0.02 -0.01 -0.02
H -0.288441 -0.500033 5.368079 0.01 0.02 -0.06
H -0.093503 0.706732 6.634317 -0.01 -0.06 0.02
H 1.331527 -2.190515 5.226106 0.01 0.01 0.00
H 3.524658 -3.135245 5.858148 0.00 -0.01 0.01
H 5.170445 -1.739295 7.069751 0.00 0.00 -0.01
H 4.609709 0.603762 7.635809 0.00 0.00 0.00
H 2.418862 1.537717 7.004729 -0.01 0.00 0.00
H 4.816342 -2.340539 0.736708 0.00 0.02 0.02
H 5.487773 -3.268153 -1.411371 0.00 0.01 0.00
H 3.808500 -3.505330 -3.228170 -0.01 0.00 0.00
H 1.457334 -2.833060 -2.823907 0.00 0.01 0.00
C -2.767561 -2.738169 0.286125 0.01 -0.01 0.00
C -1.997962 -2.235410 1.499987 -0.03 -0.08 0.13
C -2.939540 -1.787044 2.610238 0.02 0.03 0.01
C -1.008265 -3.278899 2.008068 0.02 0.03 -0.01
O -1.263364 -1.083712 1.106145 1.16 0.24 -0.60
H -3.294359 -3.659789 0.539649 -0.01 0.01 0.00
H -2.080088 -2.939414 -0.535664 0.01 -0.01 0.01
H -3.494527 -1.995075 -0.041477 0.02 0.01 0.00
H -3.511902 -2.635047 2.988418 -0.01 0.00 -0.02
H -3.630770 -1.031316 2.237061 0.01 0.01 0.00
H -2.369239 -1.354496 3.434426 0.00 -0.02 0.00
H -1.544322 -4.122081 2.446554 0.00 -0.01 -0.02
H -0.366335 -2.838681 2.774717 -0.01 0.00 0.01
H -0.383676 -3.643913 1.192613 0.02 0.03 0.00
C 3.233577 0.262711 -3.675279 0.01 0.02 -0.04
C 3.825894 1.000530 -2.495136 0.11 0.06 0.09
O 3.041252 2.164266 -2.175437 -0.25 -0.14 -0.29
P 1.879480 2.162287 -1.049974 0.47 -0.59 0.11
O 1.364800 0.582230 -1.104928 -0.49 0.26 1.28
Te -1.881403 1.041903 -1.200622 0.66 -0.22 0.26
O 2.776642 1.887333 0.309693 0.10 0.01 -0.01
C 3.670027 2.911625 0.746700 -0.09 0.04 0.03
C 3.614118 2.989053 2.256923 0.01 0.00 0.02
H 3.852396 -0.603863 -3.915882 0.00 0.01 -0.01
H 3.191475 0.913699 -4.549055 0.00 0.01 0.01
H 2.227834 -0.085369 -3.446714 0.00 0.00 0.01
H 4.822247 1.372903 -2.737491 0.01 -0.01 0.03
H 3.906497 0.355985 -1.616048 -0.05 -0.03 -0.02
H 3.397397 3.873988 0.298630 0.00 0.00 0.01
H 4.676342 2.665614 0.396858 0.00 -0.01 0.00
H 2.642227 3.355652 2.588279 -0.01 -0.02 0.00
H 4.386669 3.658354 2.638587 -0.01 0.02 -0.01
H 3.768231 1.999547 2.691119 0.01 0.00 0.00
```
Forces are in eV/Å.

HOMO-LUMO gap (spin up / spin down), eV: 6.454 / 6.432
Relative energy (zero: lowest compared OMol25 entry of this formula, charge and spin), kcal per mole: 18.4
Max |F|, eV/Å: 2.5
Calculated total energy, eV: -78723.1125
HOMO energy (spin up / spin down), eV: -7.6 / -7.6

These are the Mulliken partial charges, in e, on atoms 1 to 8:
1. W 0.01
2. C -1.65
3. C 1.55
4. N 0.44
5. N -0.63
6. C 0.34
7. S -0.39
8. S -0.14

[4]
The following is a quantum chemistry calculation of C3H5N5 in the gas phase, from the OMol25 dataset.

Geometry as XYZ:
```
13
Properties=species:S:1:pos:R:3:forces:R:3
C 1.643472 0.705911 0.886913 -0.03 0.32 0.66
C 0.640425 -0.458451 -1.047269 1.35 -1.24 -0.99
C -1.691148 -0.184735 0.066479 0.07 -0.60 -0.29
H 0.542334 1.447890 2.209526 1.19 -0.15 0.05
H 2.646611 0.561615 0.445977 -0.74 -0.23 -0.12
H 1.683611 -0.591257 -1.431710 -1.05 0.28 0.24
H -2.296430 -1.519351 -1.518056 1.82 2.17 1.34
H -2.707500 -0.118187 0.407356 -0.21 0.20 0.47
N 1.570090 1.357988 1.986694 -1.52 -0.49 -1.15
N 0.558237 0.118521 0.185064 -0.18 0.63 0.58
N -0.302082 -0.994110 -1.735521 0.38 0.81 0.88
N -1.573992 -0.802005 -1.131461 -1.50 -2.16 -1.94
N -0.741555 0.297168 0.759533 0.41 0.46 0.29
```
Forces are in eV/Å.

HOMO-LUMO gap, eV: 8.656
Structure (SMILES): [H]/N=C\N1C=NNC=N1
Relative energy (zero: lowest compared OMol25 entry of this formula, charge and spin), kcal per mole: 69.2
Max |F|, eV/Å: 3.3
Calculated total energy, eV: -10639.8718
HOMO energy, eV: -7.9

These are the Mulliken partial charges, in e, on atoms 1 to 8:
1. C 0.09
2. C 0.10
3. C -0.08
4. H 0.32
5. H 0.26
6. H 0.28
7. H 0.28
8. H 0.39

[5]
The following is a quantum chemistry calculation of C4H6N3O2 as an isolated structure, from the OMol25 dataset.

Geometry as XYZ:
```
15
Properties=species:S:1:pos:R:3:forces:R:3
C 0.543553 1.002217 -0.194888 -1.04 -0.66 0.88
C -0.921082 0.642394 0.463616 0.60 0.19 1.62
C 1.150933 -1.389168 0.328263 -0.04 -0.06 -0.62
C 1.248815 -0.341430 -0.679661 -2.45 1.28 -1.07
N 0.976572 -2.200184 1.116156 0.23 -0.21 0.21
N -0.980871 1.867098 -1.767443 -0.44 0.88 -1.27
N -1.377717 -0.597408 0.722411 -0.88 4.58 1.36
O 0.269417 1.831992 -1.404157 0.30 -1.05 1.21
O -1.784447 1.370974 -1.040164 0.27 -0.29 0.58
H 1.100447 1.717778 0.495618 -0.67 -1.29 -0.83
H -1.284457 1.400420 1.243272 0.52 -1.03 -1.47
H 0.729868 -0.509812 -1.693566 0.36 -0.66 1.65
H 2.241316 -0.267513 -1.003468 1.71 0.76 -0.05
H -1.223745 -1.343431 0.174110 1.30 -3.09 -2.44
H -2.218858 -0.753531 1.270955 0.23 0.64 0.24
```
Forces are in eV/Å.

HOMO-LUMO gap, eV: 10.330
Relative energy (zero: lowest compared OMol25 entry of this formula, charge and spin), kcal per mole: 145.0
Net charge: +1
Max |F|, eV/Å: 4.9
Calculated total energy, eV: -12798.4270
HOMO energy, eV: -15.8

These are the Mulliken partial charges, in e, on atoms 1 to 8:
1. C -0.10
2. C 0.12
3. C 0.26
4. C -0.60
5. N -0.32
6. N 0.40
7. N -0.30
8. O -0.16

[6]
The following is a quantum chemistry calculation of a 2-piece molecular cluster, C2H2N2O overall, from the OMol25 dataset.

Geometry as XYZ:
```
7
Properties=species:S:1:pos:R:3:forces:R:3
C -2.256912 -0.083905 0.171443 -0.01 0.58 -0.15
C 0.664456 1.017443 0.526811 -7.89 4.63 0.25
N -1.774504 -1.095725 0.345928 0.29 -1.34 0.21
N 1.435176 0.135962 0.348066 9.09 -0.70 1.12
O 2.056154 -0.993892 0.127520 -1.97 -3.94 -0.12
H -2.605531 0.887998 -0.013710 -0.36 0.62 -0.06
H 2.656732 -0.785201 -0.579705 0.85 0.15 -1.25
```
Forces are in eV/Å.

HOMO-LUMO gap (spin up / spin down), eV: 5.979 / 7.482
Relative energy (zero: lowest compared OMol25 entry of this formula, charge and spin), kcal per mole: 158.9
Multiplicity: 3
Max |F|, eV/Å: 9.2
<S²>: 2.01
Calculated total energy, eV: -7123.4837
HOMO energy (spin up / spin down), eV: -5.3 / -11.3

Here is what Mulliken gives for the atomic charges, in e:
1. C 0.07
2. C -0.09
3. N -0.36
4. N -0.31
5. O -0.10
6. H 0.28
7. H 0.51